Entry from the OMol25 dataset: a 2-piece molecular cluster, C4H7NO overall at a distorted geometry (ωB97M-V/def2-TZVPD).

* E: -7793.2056 eV
* molar mass: 85.1 g mol⁻¹
* max |F|: 1.80 eV/Å

Element x y z (Å)
H -1.28671 -1.88966 -1.89829
C -0.15176 -1.28121 -0.26202
H -0.38690 -3.18670 -1.09364
H 1.31460 0.47479 2.06662
C 0.57909 -0.51389 0.32217
C 1.32299 0.49859 0.99244
H -1.83597 -2.50783 -0.32776
N 0.40806 3.51328 0.83599
H 2.25499 0.77735 0.53102
H 0.65623 3.69862 -0.13316
H -0.58544 3.38670 1.01294
C -0.95778 -2.27295 -0.93123
O 1.19953 2.70082 1.47729